ORCA calculation (ωB97M-V/def2-TZVPD) on a 13-piece molecular cluster, C54H146N12O15 overall in a non-equilibrium geometry.

Summary:
HOMO (spin up / spin down), Ha: -0.390 / -0.390
Total energy, eV: -106942.128
Energy above the lowest of the compared OMol25 structures with the same formula, charge and spin, kJ/mol: 0.00
⟨S²⟩: 0.7593

Structure (ORCA input):
```
! RIJCOSX wB97M-V def2-TZVPD def2/J DEFGRID3
* xyz 1 2
C 3.663 -0.986 5.360
C 4.022 0.081 4.334
C 5.217 -0.253 3.366
O 6.453 -0.012 4.046
C 7.612 -0.321 3.311
N 2.826 0.338 3.524
H 2.781 -0.825 5.978
H 4.502 -1.159 6.034
H 3.526 -1.958 4.887
H 4.285 0.921 4.978
H 5.158 0.364 2.469
H 5.203 -1.330 3.196
H 8.498 -0.018 3.869
H 7.556 0.135 2.323
H 7.695 -1.397 3.160
H 2.564 -0.406 2.893
H 3.022 1.126 2.923
C 2.584 4.216 -3.832
C 2.705 2.675 -3.589
C 3.775 1.998 -4.463
O 3.721 0.574 -4.385
C 4.605 -0.063 -5.241
N 3.001 2.540 -2.112
H 1.695 4.675 -3.399
H 2.710 4.530 -4.868
H 3.383 4.720 -3.288
H 1.792 2.189 -3.931
H 4.759 2.261 -4.075
H 3.752 2.416 -5.469
H 5.661 0.125 -5.045
H 4.340 0.111 -6.284
H 4.524 -1.146 -5.149
H 3.085 1.539 -2.017
H 2.246 2.816 -1.501
C 3.568 6.957 -1.300
C 4.096 7.717 -2.480
C 3.754 9.247 -2.416
O 2.405 9.461 -2.490
C 1.852 10.784 -2.839
N 5.535 7.565 -2.402
H 2.515 7.231 -1.232
H 3.890 7.352 -0.337
H 3.614 5.868 -1.319
H 3.627 7.250 -3.346
H 4.218 9.784 -3.243
H 4.135 9.675 -1.488
H 2.152 11.532 -2.106
H 0.764 10.753 -2.906
H 2.266 11.104 -3.796
H 5.902 8.022 -1.579
H 5.923 8.074 -3.183
C -3.632 -2.190 5.601
C -2.635 -2.145 4.412
C -1.175 -2.474 4.816
O -0.252 -2.467 3.690
C 0.846 -3.286 3.915
N -3.108 -3.071 3.396
H -4.552 -1.655 5.367
H -3.241 -1.625 6.447
H -3.886 -3.183 5.973
H -2.660 -1.103 4.092
H -1.185 -3.487 5.218
H -0.912 -1.874 5.687
H 1.325 -3.122 4.880
H 1.698 -3.037 3.282
H 0.719 -4.367 3.847
H -3.905 -2.658 2.932
H -2.355 -3.039 2.724
C 1.267 -4.629 0.869
C 0.589 -5.949 1.136
C -0.932 -5.674 0.963
O -1.733 -6.822 1.217
C -3.152 -6.729 1.037
N 1.020 -6.945 0.162
H 1.187 -4.305 -0.169
H 2.325 -4.626 1.130
H 0.830 -3.830 1.469
H 0.652 -6.360 2.143
H -1.121 -5.357 -0.063
H -1.183 -4.956 1.744
H -3.629 -7.660 1.342
H -3.370 -6.618 -0.025
H -3.532 -5.828 1.518
H 0.945 -6.537 -0.759
H 0.344 -7.686 0.051
C 2.895 4.281 3.187
C 3.693 3.720 2.001
C 5.145 3.347 2.326
O 5.911 4.561 2.246
C 7.240 4.482 2.768
N 2.942 2.509 1.591
H 2.021 4.744 2.728
H 3.486 5.046 3.690
H 2.632 3.536 3.939
H 3.650 4.395 1.146
H 5.547 2.632 1.607
H 5.269 2.770 3.242
H 7.482 5.409 3.287
H 7.957 4.403 1.951
H 7.421 3.628 3.420
H 3.355 2.233 0.712
H 2.043 2.871 1.304
C 0.633 -1.976 -5.293
C -0.459 -1.871 -4.217
C -1.867 -2.428 -4.691
O -2.726 -2.609 -3.542
C -4.062 -2.991 -3.959
N 0.111 -2.536 -3.043
H 1.580 -1.665 -4.854
H 0.459 -1.331 -6.154
H 0.716 -3.005 -5.643
H -0.582 -0.809 -4.005
H -1.712 -3.385 -5.188
H -2.300 -1.739 -5.417
H -4.776 -2.958 -3.136
H -4.021 -4.010 -4.342
H -4.423 -2.415 -4.811
H -0.585 -2.443 -2.317
H 0.073 -3.523 -3.253
C 3.403 -2.710 -2.025
C 3.338 -1.297 -1.361
C 4.755 -0.612 -1.341
O 5.668 -1.382 -0.570
C 6.957 -0.755 -0.361
N 2.382 -0.565 -2.110
H 3.972 -2.706 -2.955
H 2.381 -3.066 -2.157
H 3.941 -3.495 -1.492
H 2.929 -1.339 -0.352
H 4.737 0.395 -0.925
H 5.131 -0.549 -2.362
H 7.622 -1.481 0.106
H 6.935 0.149 0.246
H 7.388 -0.572 -1.346
H 2.782 -0.287 -2.995
H 1.606 -1.184 -2.296
C -1.245 4.428 4.119
C -0.934 3.054 3.538
C -1.525 1.894 4.415
O -0.916 1.912 5.732
C 0.413 1.399 5.771
N -1.523 3.157 2.217
H -0.762 4.636 5.074
H -2.326 4.492 4.238
H -0.945 5.215 3.427
H 0.144 2.945 3.415
H -1.478 0.885 4.005
H -2.596 2.030 4.568
H 0.833 1.653 6.744
H 0.980 1.918 4.999
H 0.486 0.326 5.595
H -1.555 2.274 1.728
H -0.799 3.559 1.638
C -7.631 -1.320 -3.982
C -8.001 -1.118 -2.515
C -7.249 -2.002 -1.514
O -7.585 -3.385 -1.737
C -6.841 -4.283 -0.907
N -7.741 0.267 -2.203
H -7.861 -2.320 -4.348
H -6.572 -1.166 -4.191
H -8.150 -0.556 -4.561
H -9.087 -1.182 -2.448
H -7.547 -1.680 -0.516
H -6.166 -1.917 -1.596
H -7.086 -5.324 -1.117
H -7.076 -4.094 0.141
H -5.760 -4.170 -0.990
H -8.361 0.802 -2.793
H -6.792 0.488 -2.469
C 0.269 4.691 -0.423
O 0.311 3.312 -0.057
C -0.150 2.413 -1.061
C -0.103 0.942 -0.601
N -1.001 0.759 0.533
C -0.776 -0.452 1.313
C -1.157 -1.768 0.546
O -2.551 -1.667 0.109
C -3.249 -2.809 -0.407
H 0.578 5.235 0.470
H -0.736 4.972 -0.740
H 0.960 4.982 -1.215
H 0.463 2.487 -1.959
H -1.151 2.684 -1.395
H 0.894 0.508 -0.522
H -0.508 0.474 -1.498
H -1.964 0.655 0.247
H -1.420 -0.379 2.189
H 0.255 -0.620 1.623
H -1.030 -2.613 1.222
H -0.502 -1.792 -0.325
H -3.417 -3.513 0.408
H -2.697 -3.287 -1.215
H -4.164 -2.466 -0.891
C -4.411 0.974 -4.142
O -5.001 1.049 -2.840
C -4.142 0.673 -1.766
C -4.894 0.676 -0.455
N -4.011 0.439 0.689
C -4.723 0.677 1.915
C -5.908 -0.269 2.161
O -5.430 -1.625 2.451
C -6.385 -2.463 3.029
H -4.131 -0.068 -4.297
H -3.603 1.704 -4.163
H -5.184 1.157 -4.889
H -3.256 1.304 -1.703
H -3.817 -0.360 -1.894
H -5.652 -0.092 -0.609
H -5.400 1.639 -0.377
H -3.689 -0.517 0.634
H -5.119 1.690 1.985
H -4.145 0.603 2.836
H -6.705 -0.261 1.417
H -6.451 0.039 3.055
H -6.142 -3.523 2.954
H -7.325 -2.314 2.498
H -6.478 -2.179 4.077
C -1.702 -7.339 -2.419
C -1.329 -6.009 -3.057
O -0.081 -5.609 -2.613
H -2.639 -7.788 -2.749
H -1.819 -7.301 -1.336
H -1.003 -8.154 -2.605
H -2.003 -5.185 -2.824
H -1.265 -6.081 -4.143
H 0.535 -6.027 -3.219
*
```